[1]
A cluster of 6 separate species, C33H71BBrFN3O8 in total, computed with ωB97M-V/def2-TZVPD.

Each line ends with the Löwdin charge.
Atoms and positions in Å:
C 2.480 1.404 3.922  -0.080
C 1.830 2.655 3.266  -0.133
B 0.285 2.470 3.102  -0.433
O -0.533 2.399 4.207  0.158
C -0.443 2.366 1.687  -0.016
C -1.413 3.185 1.238  -0.124
C -2.009 4.296 2.040  -0.093
C -2.612 5.462 1.286  -0.813
O -1.990 6.160 0.547  0.061
Br -4.457 5.827 1.666  0.835
N -1.709 2.804 -0.058  0.072
C -2.706 3.420 -0.932  -0.081
C -4.145 2.920 -0.681  -0.135
C -4.249 1.567 0.026  -0.139
C -4.332 1.628 1.560  -0.232
O -5.369 0.844 2.075  -0.167
C -5.071 -0.534 2.223  -0.082
C -0.935 1.763 -0.398  -0.140
C -0.957 1.159 -1.763  -0.021
C -0.713 -0.341 -1.940  -0.414
C 0.634 -0.810 -2.384  -0.046
N -1.643 -1.182 -1.786  0.178
N -0.177 1.479 0.657  0.080
C 0.860 0.457 0.800  -0.018
C 0.443 -0.843 1.476  -0.327
C -0.460 -0.705 2.681  0.006
F -0.145 -1.690 0.554  -0.002
H 3.044 0.833 3.189  0.074
H 1.759 0.762 4.419  0.063
H 3.191 1.713 4.682  0.080
H 2.304 2.869 2.309  0.100
H 1.978 3.510 3.928  0.114
H -0.668 3.222 4.687  0.125
H -2.742 3.885 2.733  0.107
H -1.228 4.761 2.642  0.142
H -2.620 4.495 -0.851  0.109
H -2.448 3.195 -1.960  0.120
H -4.711 3.663 -0.123  0.064
H -4.612 2.818 -1.657  0.120
H -5.181 1.104 -0.295  0.130
H -3.456 0.888 -0.284  0.086
H -3.378 1.306 2.002  0.108
H -4.495 2.657 1.889  0.099
H -5.245 -0.831 3.255  0.091
H -5.720 -1.129 1.582  0.091
H -4.036 -0.759 1.959  0.080
H -0.248 1.729 -2.370  0.142
H -1.938 1.339 -2.193  0.116
H 1.248 -0.008 -2.794  0.085
H 1.197 -1.254 -1.566  0.062
H 0.541 -1.586 -3.136  0.086
H -2.521 -0.745 -1.505  0.051
H 1.627 0.901 1.428  0.113
H 1.334 0.263 -0.156  0.129
H 1.376 -1.317 1.789  0.156
H -1.232 0.053 2.571  0.068
H 0.130 -0.471 3.564  0.080
H -0.944 -1.659 2.870  0.101
C 4.403 -4.915 -2.527  -0.059
C 2.999 -4.342 -2.534  -0.488
C 2.201 -4.845 -3.726  -0.056
O 3.031 -2.906 -2.526  -0.077
H 4.942 -4.610 -3.429  0.085
H 4.966 -4.550 -1.667  0.079
H 4.377 -6.003 -2.500  0.062
H 2.487 -4.618 -1.611  0.137
H 2.681 -4.534 -4.659  0.083
H 1.191 -4.434 -3.716  0.074
H 2.140 -5.933 -3.724  0.077
H 3.483 -2.626 -3.330  0.086
C 5.686 -10.000 -3.923  -0.062
C 4.298 -9.382 -3.931  -0.489
C 3.474 -9.883 -5.106  -0.058
O 4.384 -7.953 -3.954  -0.073
H 6.224 -9.735 -4.836  0.080
H 6.265 -9.635 -3.074  0.079
H 5.630 -11.087 -3.871  0.074
H 3.786 -9.621 -2.998  0.137
H 3.958 -9.611 -6.048  0.082
H 2.480 -9.434 -5.095  0.076
H 3.370 -10.968 -5.082  0.082
H 4.834 -7.704 -4.769  0.090
C -4.816 8.324 5.083  -0.065
C -3.827 7.832 6.123  -0.486
C -2.550 8.657 6.101  -0.055
O -3.529 6.445 5.908  -0.065
H -4.379 8.227 4.083  0.063
H -5.730 7.728 5.103  0.084
H -5.070 9.371 5.243  0.062
H -4.275 7.882 7.115  0.141
H -2.068 8.578 5.121  0.078
H -1.847 8.296 6.851  0.079
H -2.759 9.710 6.290  0.079
H -3.138 6.387 5.030  0.058
C 8.509 -12.766 -6.542  -0.060
C 7.125 -13.132 -6.031  -0.504
C 6.742 -14.554 -6.411  -0.061
O 6.152 -12.204 -6.514  -0.069
H 8.536 -12.823 -7.634  0.082
H 8.767 -11.747 -6.255  0.077
H 9.269 -13.442 -6.148  0.081
H 7.101 -13.028 -4.945  0.131
H 6.718 -14.660 -7.499  0.082
H 5.750 -14.797 -6.031  0.079
H 7.455 -15.276 -6.013  0.081
H 6.139 -12.266 -7.475  0.087
C -4.365 13.451 3.090  -0.061
C -4.616 11.998 3.460  -0.502
C -5.988 11.531 2.998  -0.058
O -4.466 11.808 4.868  -0.067
H -5.102 14.097 3.574  0.083
H -3.376 13.766 3.424  0.080
H -4.434 13.603 2.012  0.081
H -3.846 11.370 3.007  0.135
H -6.771 12.123 3.479  0.085
H -6.149 10.486 3.265  0.064
H -6.098 11.635 1.918  0.081
H -5.129 12.351 5.310  0.091

As for the total energy: -4764.69558 hartree. As for the gap between HOMO and LUMO: 8.62 eV. Its charge is +1.

[2]
A structure of composition C33H71Br28O2P, computed with ωB97M-V/def2-TZVPD.

Each line ends with the Löwdin charge.
Atoms and positions in Å:
C 4.823 -0.331 -4.404  -0.121
C 6.118 0.420 -4.013  -0.282
O 5.950 1.775 -3.648  -0.276
C 5.285 2.542 -4.662  -0.371
P 3.468 2.830 -4.002  0.865
C 1.697 2.969 -3.273  -0.435
O 0.655 2.908 -4.263  -0.322
C 0.424 1.541 -4.627  -0.183
H 5.137 -1.302 -4.824  0.081
H 4.223 -0.507 -3.497  0.058
H 4.224 0.157 -5.182  -0.033
H 6.509 -0.087 -3.115  0.112
H 6.880 0.266 -4.800  0.120
H 5.282 2.055 -5.653  0.080
H 5.713 3.556 -4.787  0.073
H 3.769 1.903 -2.939  0.032
H 3.692 4.238 -3.938  -0.055
H 2.971 2.291 -5.240  0.020
H 1.638 3.930 -2.724  0.046
H 1.490 2.168 -2.531  -0.007
H -0.414 1.099 -4.071  0.031
H 0.261 1.531 -5.712  0.068
H 1.324 0.975 -4.339  0.029
Br 0.067 -1.115 -2.463  0.699
C -0.833 -0.618 -0.809  -0.691
C -0.867 0.876 -0.629  -0.674
Br 0.860 1.573 -0.057  0.657
H -0.325 -1.140 -0.003  0.036
H -1.843 -1.008 -0.907  -0.034
H -1.564 1.129 0.163  -0.013
H -1.134 1.412 -1.537  0.056
Br -3.811 -2.891 -0.631  0.677
C -4.749 -2.506 1.033  -0.658
C -4.849 -1.023 1.280  -0.665
Br -3.154 -0.290 1.908  0.695
H -4.226 -3.040 1.820  0.022
H -5.740 -2.936 0.906  0.055
H -5.562 -0.815 2.077  0.054
H -5.129 -0.463 0.393  0.013
Br 9.713 4.280 -3.855  0.597
C 8.538 3.567 -2.477  -0.700
C 9.312 3.181 -1.245  -0.695
Br 10.261 1.499 -1.498  0.592
H 7.993 2.737 -2.920  0.025
H 7.840 4.373 -2.254  0.060
H 8.635 3.003 -0.412  0.056
H 10.052 3.921 -0.957  0.048
Br 2.393 -0.700 -6.876  0.695
C 1.128 -1.474 -8.137  -0.678
C -0.247 -0.889 -7.959  -0.689
Br -1.135 -1.626 -6.391  0.611
H 1.157 -2.550 -7.994  0.051
H 1.522 -1.232 -9.122  0.058
H -0.886 -1.153 -8.800  0.057
H -0.238 0.191 -7.839  0.044
Br 4.467 -0.692 -0.133  0.635
C 4.119 -2.560 -0.549  -0.665
C 2.643 -2.839 -0.435  -0.688
Br 2.101 -2.954 1.434  0.651
H 4.728 -3.159 0.121  0.052
H 4.462 -2.706 -1.572  0.057
H 2.394 -3.804 -0.872  0.064
H 2.031 -2.070 -0.894  -0.038
Br 1.089 5.881 -5.631  0.671
C 1.403 7.615 -4.811  -0.705
C 2.858 7.983 -4.865  -0.685
Br 3.876 6.997 -3.535  0.595
H 1.014 7.562 -3.798  0.000
H 0.808 8.319 -5.389  0.059
H 2.996 9.033 -4.613  0.043
H 3.317 7.783 -5.829  0.051
Br 1.149 -4.061 5.464  0.497
C 1.934 -5.596 4.494  -0.718
C 0.840 -6.405 3.845  -0.682
Br -0.085 -7.512 5.151  0.611
H 2.525 -6.169 5.187  -0.021
H 2.586 -5.153 3.742  0.036
H 1.256 -7.104 3.121  0.061
H 0.089 -5.789 3.359  0.045
Br -7.104 -0.594 -1.944  0.606
C -7.256 -2.462 -2.470  -0.687
C -8.686 -2.927 -2.414  -0.686
Br -9.252 -3.247 -0.578  0.595
H -6.594 -3.029 -1.822  0.007
H -6.880 -2.502 -3.491  0.062
H -8.794 -3.886 -2.918  0.059
H -9.384 -2.214 -2.842  0.042
Br -3.428 -4.511 4.657  0.608
C -3.879 -2.999 5.803  -0.674
C -5.245 -3.159 6.420  -0.731
Br -6.662 -2.775 5.138  0.614
H -3.784 -2.103 5.195  0.044
H -3.113 -2.993 6.575  0.062
H -5.388 -2.437 7.221  0.037
H -5.428 -4.156 6.801  0.006
Br 3.423 -4.406 6.243  0.573
C 5.130 -4.236 7.219  -0.601
C 6.224 -5.074 6.603  -0.693
Br 6.006 -6.960 7.043  0.597
H 4.926 -4.497 8.254  0.050
H 5.384 -3.177 7.158  0.054
H 7.199 -4.800 7.005  0.052
H 6.252 -5.004 5.519  0.049
Br 1.276 6.495 -0.934  0.627
C 1.689 7.971 0.262  -0.680
C 0.940 9.218 -0.128  -0.684
Br 1.738 10.072 -1.687  0.624
H 2.768 8.098 0.248  0.053
H 1.379 7.634 1.249  0.058
H 0.998 9.961 0.665  0.057
H -0.101 9.029 -0.370  0.051
Br 4.074 1.596 5.640  0.600
C 4.899 0.285 4.459  -0.691
C 3.866 -0.476 3.672  -0.688
Br 2.976 -1.824 4.768  0.570
H 5.517 -0.356 5.082  0.046
H 5.537 0.864 3.794  0.056
H 4.338 -1.035 2.864  0.004
H 3.089 0.162 3.259  0.051
Br -11.496 0.305 -1.429  0.600
C -11.252 2.017 -0.533  -0.693
C -9.815 2.462 -0.578  -0.690
Br -8.728 1.478 0.701  0.583
H -11.631 1.901 0.478  0.050
H -11.885 2.716 -1.078  0.057
H -9.729 3.506 -0.282  0.057
H -9.357 2.326 -1.553  0.048
Br -7.114 -4.113 9.092  0.662
C -8.631 -4.654 7.994  -0.677
C -9.862 -3.854 8.324  -0.698
Br -10.677 -4.454 9.988  0.605
H -8.761 -5.722 8.141  0.054
H -8.319 -4.467 6.968  0.014
H -10.626 -4.002 7.563  0.059
H -9.663 -2.793 8.434  0.052

As for the total energy: -73863.99257 hartree. For the energy above the lowest of the compared OMol25 structures with the same formula, charge and spin, the calculation gives 17.45 kcal per mole. As for the gap between HOMO and LUMO: 7.61 eV.

[3]
A cluster of 5 separate species, C33H73N3O5 in total, computed with ωB97M-V/def2-TZVPD.

Each line ends with the Löwdin charge.
Atoms and positions in Å:
C 5.350 2.383 0.280  -0.025
C 5.491 1.139 1.149  -0.514
C 5.148 1.450 2.622  -0.029
C 4.506 0.080 0.652  -0.148
C 4.835 -1.322 1.145  -0.169
C 6.254 -1.678 0.672  -0.136
C 7.335 -0.696 1.121  -0.536
C 7.873 -1.139 2.486  -0.030
C 8.477 -0.832 0.089  -0.035
N 6.862 0.661 1.085  -0.125
O 7.782 1.601 1.558  0.002
H 6.131 3.115 0.482  0.079
H 5.493 2.061 -0.755  0.085
H 4.393 2.890 0.408  0.086
H 5.557 0.664 3.269  0.073
H 5.523 2.393 3.026  0.082
H 4.076 1.439 2.846  0.081
H 3.531 0.319 1.087  0.102
H 4.418 0.092 -0.437  0.118
H 4.782 -1.298 2.239  0.108
H 4.157 -2.091 0.779  0.111
H 6.182 -1.700 -0.420  0.121
H 6.463 -2.683 1.039  0.120
H 8.299 -2.137 2.454  0.087
H 7.064 -1.106 3.224  0.077
H 8.627 -0.427 2.831  0.078
H 9.377 -0.337 0.464  0.079
H 8.156 -0.365 -0.840  0.086
H 8.779 -1.866 -0.091  0.083
H 7.785 1.516 2.523  0.092
C -0.347 -0.397 1.256  -0.027
C -0.693 0.784 0.371  -0.520
C -1.348 1.862 1.247  -0.037
C 0.537 1.399 -0.282  -0.119
C 1.038 0.520 -1.446  -0.180
C -0.052 0.275 -2.457  -0.142
C -1.329 -0.315 -1.848  -0.510
C -2.467 -0.198 -2.857  -0.025
C -1.082 -1.799 -1.515  -0.018
N -1.671 0.522 -0.701  -0.093
O -2.934 0.125 -0.145  -0.029
H -1.257 -0.948 1.506  0.085
H 0.401 -1.082 0.859  0.072
H 0.050 -0.041 2.213  0.090
H -1.984 1.500 2.051  0.089
H -0.522 2.390 1.747  0.076
H -1.789 2.667 0.654  0.075
H 0.365 2.403 -0.672  0.115
H 1.342 1.365 0.457  0.110
H 1.864 1.037 -1.943  0.114
H 1.459 -0.401 -1.036  0.097
H 0.292 -0.470 -3.187  0.128
H -0.232 1.165 -3.067  0.117
H -2.411 -1.031 -3.565  0.084
H -2.366 0.682 -3.496  0.075
H -3.438 -0.229 -2.374  0.071
H -0.099 -1.980 -1.072  0.069
H -1.316 -2.491 -2.317  0.080
H -1.689 -2.070 -0.638  0.064
H -3.307 0.997 0.015  0.090
C -6.951 -4.602 -0.241  -0.027
C -5.682 -3.959 -0.801  -0.520
C -6.051 -3.039 -1.961  -0.029
C -5.014 -3.115 0.274  -0.152
C -4.306 -3.898 1.360  -0.157
C -3.260 -4.755 0.638  -0.140
C -3.806 -5.679 -0.448  -0.533
C -2.617 -6.180 -1.247  -0.037
C -4.540 -6.865 0.211  -0.018
N -4.682 -4.907 -1.327  -0.085
O -5.300 -5.771 -2.274  -0.028
H -6.808 -5.071 0.727  0.065
H -7.696 -3.813 -0.077  0.084
H -7.450 -5.252 -0.962  0.088
H -5.252 -2.334 -2.199  0.074
H -6.284 -3.627 -2.849  0.080
H -6.930 -2.432 -1.729  0.086
H -4.328 -2.427 -0.239  0.104
H -5.749 -2.391 0.648  0.129
H -3.776 -3.216 2.022  0.112
H -5.012 -4.533 1.896  0.101
H -2.766 -5.345 1.416  0.124
H -2.532 -4.065 0.201  0.103
H -2.890 -6.910 -2.012  0.082
H -1.869 -6.653 -0.610  0.088
H -2.141 -5.320 -1.728  0.080
H -5.043 -7.442 -0.559  0.081
H -5.265 -6.470 0.923  0.060
H -3.888 -7.485 0.829  0.086
H -4.749 -5.673 -3.056  0.104
C -3.122 3.799 -2.069  -0.064
C -2.529 5.161 -1.768  -0.483
C -1.124 5.285 -2.368  -0.045
O -3.367 6.194 -2.307  -0.056
H -3.069 3.571 -3.139  0.085
H -4.098 3.578 -1.640  0.084
H -2.472 3.005 -1.662  0.054
H -2.480 5.366 -0.698  0.125
H -1.179 5.261 -3.457  0.085
H -0.530 4.412 -2.087  0.070
H -0.705 6.214 -1.988  0.069
H -3.535 5.978 -3.230  0.083
C -0.252 5.424 2.147  -0.059
C 0.462 6.742 1.870  -0.485
C 1.630 7.109 2.768  -0.044
O 0.926 6.740 0.511  -0.056
H -0.929 5.539 2.998  0.085
H 0.465 4.645 2.421  0.077
H -0.820 5.088 1.281  0.055
H -0.320 7.505 2.004  0.129
H 1.580 8.165 3.024  0.075
H 2.560 6.978 2.214  0.082
H 1.660 6.488 3.661  0.076
H 0.160 6.610 -0.056  0.052

The SMILES is CC1(C)CCCC(C)(C)N1O.CC1(C)CCCC(C)(C)N1O.CC1(C)CCCC(C)(C)N1O.CC(C)O.CC(C)O. As for the total energy: -1841.47087 hartree. For the energy above the lowest of the compared OMol25 structures with the same formula, charge and spin, the calculation gives 2.69 kcal per mole. As for the gap between HOMO and LUMO: 8.61 eV.

- What is the gap between HOMO and LUMO in the second record?
  7.61 eV